Entry from OMol25: a cluster of 2 separate species, C6H13N3 in total at a distorted geometry (wB97M-V/def2-TZVPD).

```
22
Properties=species:S:1:pos:R:3:forces:R:3:lowdin_charge:R:1
C 1.49571 -0.25047 -0.94469 1.5 0.2 1.4 -0.054
C 1.48282 -0.17361 0.43058 0.7 0.1 -1.1 -0.469
C 1.40392 1.13930 1.15087 -0.2 -0.1 0.1 -0.053
N 1.73843 -1.26000 1.24407 -0.3 0.0 0.0 0.094
H 1.78237 0.63676 -1.49284 -0.5 0.2 0.0 0.071
H 1.88957 -1.15138 -1.39923 -0.4 -0.3 0.0 0.071
H 1.31874 1.96885 0.45874 0.0 0.1 -0.2 0.074
H 2.29635 1.27914 1.76032 0.1 0.0 0.0 0.084
H 0.54703 1.16360 1.82257 -0.1 0.0 0.1 0.060
H 1.20535 -1.25000 2.10689 0.0 -0.1 0.0 0.069
H 1.68292 -2.15631 0.78005 0.0 0.1 0.0 0.097
C -1.82901 1.02967 -1.57886 0.0 -0.2 0.1 -0.096
C -1.38468 -0.41959 -1.46286 2.7 0.7 -1.1 -0.314
N -1.58236 -0.99402 -0.21502 0.4 -0.2 1.8 0.085
C -1.28889 -0.74695 0.93558 -1.5 -1.0 -0.6 -0.305
N -1.12922 -0.79083 2.15537 0.7 0.2 0.4 0.110
H -1.22701 1.64886 -0.90973 0.0 0.1 0.0 0.064
H -1.69599 1.38427 -2.59885 0.0 0.1 0.0 0.068
H -2.87685 1.15811 -1.29930 0.0 0.0 0.0 0.070
H -1.82201 -1.06179 -2.22959 0.2 0.1 0.0 0.102
H -0.08849 -0.41471 -1.49578 -3.1 -0.1 -0.6 0.105
H -1.91871 -0.73889 2.78172 -0.1 0.2 -0.2 0.066
```
Positions in Å, forces in eV/Å.

Results
Strongest force on any atom, Eh/bohr: 0.062
Charge: 0
Lowest unoccupied orbital energy, Eh: 0.03483
Energy above the lowest of the compared OMol25 structures with the same formula, charge and spin, kcal/mol: 54.6



Entry from OMol25: the molecule C22H30N4O4 at a distorted geometry (wB97M-V/def2-TZVPD).

```
60
Properties=species:S:1:pos:R:3:forces:R:3:lowdin_charge:R:1
C -3.12857 -4.24162 -1.73438 -0.1 0.2 -0.1 -0.063
C -4.14701 -3.11715 -1.89348 -0.2 -0.3 0.2 -0.191
N -3.50195 -1.82182 -2.01556 0.0 0.0 0.0 -0.054
C -2.58539 -1.62196 -3.11671 0.2 0.0 -0.4 -0.215
C -3.25780 -1.84436 -4.47023 0.1 0.1 0.3 -0.068
C -3.74555 -0.90655 -1.06329 -0.2 0.0 0.0 -0.399
O -4.64454 -1.00701 -0.23714 -0.1 0.2 0.2 0.058
C -2.88661 0.30396 -1.00528 0.7 -0.1 0.2 -0.098
N -3.44908 1.53760 -0.84071 0.0 -0.2 -0.1 0.140
C -2.44416 2.41612 -0.61920 0.0 0.1 0.0 -0.163
N -1.28402 1.82869 -0.61285 0.3 0.2 0.1 0.121
C -1.52642 0.50163 -0.84044 -1.0 0.1 -0.1 -0.147
C -0.43501 -0.48826 -0.79764 0.3 0.1 -0.1 -0.414
O -0.59602 -1.68805 -0.94782 -0.1 -0.2 0.1 0.071
N 0.76617 0.09458 -0.59514 0.2 0.2 -0.2 0.116
C 1.95525 -0.65776 -0.31187 0.0 -0.3 -0.1 -0.182
C 3.19847 0.01522 -0.92642 -0.1 -0.1 0.2 -0.073
C 3.44306 1.34904 -0.27793 0.1 0.0 -0.2 -0.228
C 2.79309 2.49061 -0.73277 0.1 0.0 0.0 -0.050
C 2.96928 3.70420 -0.09114 -0.1 0.1 0.0 -0.077
C 3.80218 3.79322 1.01075 0.0 0.1 0.1 -0.090
C 4.46467 2.66417 1.46233 0.0 0.0 0.0 -0.088
C 4.28502 1.45033 0.82263 0.0 0.0 0.0 -0.044
C 2.18014 -0.83199 1.19917 0.0 -0.2 -0.6 -0.452
O 3.04200 -1.54047 1.65138 0.1 0.0 0.0 0.116
O 1.31831 -0.09690 1.87555 -0.3 0.2 0.2 0.045
C 1.27632 -0.09201 3.32626 0.0 0.0 0.7 -0.556
C 2.59930 0.42411 3.88789 -0.1 -0.1 -0.3 -0.014
C 0.96325 -1.49572 3.83995 0.1 0.1 -0.3 -0.013
C 0.13627 0.87314 3.64975 0.3 -0.2 -0.3 -0.015
H -2.37511 -3.95270 -1.00603 0.1 0.0 0.1 0.079
H -2.63230 -4.46532 -2.67536 0.1 -0.1 -0.1 0.067
H -3.62945 -5.14178 -1.38837 0.0 -0.1 0.0 0.074
H -4.79020 -3.29637 -2.76036 0.0 0.0 0.1 0.117
H -4.77861 -3.05743 -1.00448 0.0 0.0 -0.2 0.115
H -1.72712 -2.28903 -3.00211 0.0 0.1 0.0 0.109
H -2.21736 -0.59636 -3.06863 0.0 -0.2 0.0 0.116
H -2.57917 -1.53719 -5.26156 0.1 0.0 -0.1 0.075
H -3.50663 -2.89029 -4.62507 -0.1 -0.1 -0.1 0.064
H -4.16802 -1.25312 -4.54556 -0.1 0.0 -0.1 0.080
H -4.44195 1.71142 -0.83526 0.1 0.0 0.0 0.168
H -2.59849 3.46664 -0.47459 -0.1 0.2 0.0 0.120
H 0.75402 1.07670 -0.35279 -0.1 -0.1 0.0 0.109
H 1.81884 -1.65897 -0.73835 0.1 0.2 0.1 0.163
H 4.05186 -0.64439 -0.76601 0.0 0.0 0.0 0.125
H 3.03391 0.13335 -1.99858 0.0 -0.1 0.0 0.126
H 2.15228 2.43336 -1.60126 -0.1 0.0 -0.1 0.114
H 2.45459 4.58206 -0.45327 0.0 0.1 0.0 0.102
H 3.93944 4.73973 1.51275 0.0 0.1 0.0 0.100
H 5.12405 2.72898 2.31589 0.1 0.0 0.1 0.106
H 4.79945 0.57076 1.18108 0.0 -0.1 0.0 0.118
H 3.40429 -0.26649 3.65250 0.1 0.0 0.0 0.082
H 2.52306 0.52184 4.96722 0.0 0.0 0.1 0.091
H 2.83238 1.39609 3.45773 0.0 0.1 0.0 0.077
H 0.05028 -1.86546 3.37796 -0.1 0.0 0.0 0.094
H 0.82891 -1.47017 4.91772 0.0 0.0 0.1 0.090
H 1.77644 -2.17602 3.60150 0.0 0.0 0.0 0.081
H 0.00388 0.94898 4.72487 0.0 0.0 0.1 0.088
H -0.78773 0.51802 3.20091 -0.1 0.0 0.0 0.088
H 0.35830 1.85778 3.24616 0.0 0.1 0.0 0.088
```
Positions in Å, forces in eV/Å.

Results
Strongest force on any atom, Eh/bohr: 0.020
Charge: 0
Lowest unoccupied orbital energy, Eh: 0.02357
Energy above the lowest of the compared OMol25 structures with the same formula, charge and spin, kcal/mol: 23.4



Entry from OMol25: the molecule C2H2N2O2S2 at a distorted geometry (wB97M-V/def2-TZVPD).

```
10
Properties=species:S:1:pos:R:3:forces:R:3:lowdin_charge:R:1
O 2.36203 -0.00246 -0.13287 -0.4 -1.2 1.1 0.074
C 1.26589 -0.48914 0.05358 0.9 -1.3 -2.8 -0.535
O 0.87037 -1.86895 -0.16942 0.8 1.4 1.3 0.005
N -0.56806 -1.99071 -0.08204 1.1 1.6 -0.6 0.104
C -0.92197 -0.75843 -0.07933 -0.8 2.3 0.9 -0.719
S -2.54561 -0.02851 -0.11561 0.6 0.0 0.4 0.811
N 0.12101 0.20475 0.08795 -2.4 -0.5 -0.2 -0.335
S 0.10334 1.99778 -0.14918 0.1 -2.2 0.3 0.858
H -2.08139 1.14114 0.46582 -0.6 -0.9 -0.3 -0.151
H 1.39439 1.79454 0.12110 0.7 0.8 0.0 -0.111
```
Positions in Å, forces in eV/Å.

Results
Strongest force on any atom, Eh/bohr: 0.062
Charge: 0
Lowest unoccupied orbital energy, Eh: -0.01972
Energy above the lowest of the compared OMol25 structures with the same formula, charge and spin, kcal/mol: 55.4



Entry from OMol25: the molecule C16H20N4O4S2 at a distorted geometry (wB97M-V/def2-TZVPD).

```
46
Properties=species:S:1:pos:R:3:forces:R:3:lowdin_charge:R:1
C 5.85816 1.19779 -1.67511 -0.1 0.0 0.4 -0.059
C 6.11895 0.95990 -0.19570 0.4 -0.2 -0.4 -0.206
O 4.93500 1.17492 0.58264 0.0 0.3 0.1 0.008
C 4.06140 0.18062 0.64987 -0.3 0.2 0.3 -0.510
O 4.19461 -0.89458 0.12704 0.3 0.0 -0.1 0.046
C 2.87368 0.56563 1.51957 0.2 -0.1 -0.1 -0.080
C 1.66928 -0.23542 1.18402 -0.2 0.0 -0.1 -0.478
C 0.36761 0.15488 1.18284 0.9 0.0 0.0 -0.169
N -0.53748 -0.79253 0.84151 -0.7 -0.7 0.0 0.040
C 0.03294 -1.91774 0.57769 1.0 0.5 0.5 -0.607
N -0.59763 -3.06949 0.18655 0.4 -0.7 0.0 0.094
C -1.86708 -3.26893 -0.30392 -0.1 0.2 0.0 -0.531
O -2.26458 -4.39284 -0.49480 -0.1 -0.2 -0.1 0.085
C -2.68972 -2.04339 -0.61016 -0.1 0.2 -0.4 -0.334
S -1.88483 -1.07412 -1.92903 0.0 -0.2 -0.2 1.018
C -1.92120 0.52506 -1.20182 -0.4 -0.2 0.2 -0.643
N -2.73627 0.77174 -0.23713 -0.2 -0.2 -0.2 0.098
C -2.70647 2.01125 0.32314 0.3 0.5 -0.1 -0.260
C -3.65433 2.21020 1.47309 -0.1 -0.1 0.1 -0.369
C -5.06650 1.78650 1.07165 0.1 0.2 0.0 -0.064
C -3.16115 1.38678 2.66612 0.0 0.2 -0.1 -0.057
C -1.85453 2.97864 -0.11235 -0.1 0.0 0.2 0.057
C -0.93883 2.73140 -1.19358 -0.1 -0.2 0.0 -0.471
O -0.11118 3.48509 -1.65801 0.2 0.2 -0.1 0.053
N -1.06435 1.42910 -1.71617 0.0 0.0 -0.1 0.147
S 1.78649 -1.90486 0.72018 -1.0 0.1 -0.1 1.155
H 5.14849 0.46525 -2.05186 0.0 0.0 -0.1 0.076
H 6.78843 1.10129 -2.22708 0.1 0.0 -0.1 0.079
H 5.45372 2.19500 -1.83048 0.0 0.1 -0.1 0.081
H 6.84467 1.67362 0.19840 -0.1 -0.1 0.0 0.124
H 6.47020 -0.06353 -0.02937 0.0 0.2 0.0 0.123
H 3.17865 0.38132 2.55678 0.1 0.1 0.0 0.140
H 2.67303 1.63246 1.41305 0.0 -0.1 0.0 0.136
H 0.01159 1.13877 1.42885 0.0 0.3 0.1 0.113
H -0.04872 -3.91870 0.25988 -0.3 0.1 0.0 0.150
H -2.75853 -1.36021 0.23666 -0.1 -0.1 0.0 0.061
H -3.67416 -2.35534 -0.95597 0.1 0.0 0.1 0.091
H -3.65668 3.27012 1.74579 0.0 -0.1 -0.1 0.135
H -5.06740 0.74203 0.77352 -0.1 -0.1 0.0 0.072
H -5.74924 1.91775 1.90744 -0.1 0.0 0.1 0.077
H -5.42002 2.38641 0.23625 -0.1 0.0 -0.1 0.081
H -3.07335 0.34095 2.38433 0.0 -0.1 0.0 0.072
H -2.18586 1.73763 2.99611 0.1 0.0 0.1 0.075
H -3.85914 1.47296 3.49516 -0.1 0.0 0.1 0.078
H -1.82624 3.95617 0.34092 0.0 0.1 0.0 0.120
H -0.44625 1.17762 -2.47906 0.0 0.1 0.2 0.152
```
Positions in Å, forces in eV/Å.

Results
Strongest force on any atom, Eh/bohr: 0.024
Charge: 0
Lowest unoccupied orbital energy, Eh: 0.01623
Energy above the lowest of the compared OMol25 structures with the same formula, charge and spin, kcal/mol: 12.2



What frontier orbital gap values result from the calculations? In sequence: 0.3200, 0.3561, 0.3403, 0.3332 Eh.